No. 1
A molecular structure, C19H42P2SiV in a non-equilibrium geometry, computed with wB97M-V/def2-TZVPD.

Structure (XYZ):
```
65
Properties=species:S:1:pos:R:3:forces:R:3:mulliken_spin:R:1
P -0.836 -1.839 0.061 -0.690 1.065 -1.652 -0.063
P 0.299 1.204 -2.962 0.265 2.811 -5.021 0.020
C -1.575 -1.024 -1.761 -1.123 -1.047 2.234 -0.059
C -0.910 -0.282 -2.889 1.262 -0.222 -1.903 0.044
H -2.396 -0.414 -1.396 -0.336 0.059 0.047 0.000
H -2.043 -1.912 -2.205 0.077 0.124 0.058 0.002
H -0.393 -1.016 -3.511 -0.249 -0.108 -0.286 0.025
H -1.684 0.172 -3.503 -0.416 -0.181 -0.050 0.009
C -0.836 2.338 -3.999 -1.097 -0.258 -0.104 0.022
H -0.348 3.327 -4.064 -0.471 -0.758 -0.073 -0.003
H -1.812 2.528 -3.520 -0.031 -0.476 -0.320 0.000
H -0.975 1.887 -4.995 -0.036 0.510 0.142 0.000
C 1.615 2.216 -4.298 0.739 0.909 -0.936 0.353
H 1.550 1.597 -5.202 0.066 -0.056 -0.075 0.011
H 2.672 2.281 -4.010 -0.307 -0.338 0.190 -0.041
H 1.374 3.253 -4.592 -0.170 -0.487 0.054 -0.016
C -2.290 -2.409 1.047 -1.608 -0.797 -2.431 0.033
H -2.009 -2.734 2.041 -0.305 -0.728 0.723 -0.006
H -2.652 -3.289 0.492 -0.021 -0.118 0.697 0.001
H -3.142 -1.733 1.121 0.112 -0.009 -0.143 -0.006
C -0.299 -3.313 -0.879 -0.023 -1.160 0.342 0.011
H 0.498 -3.120 -1.600 -0.082 0.344 0.264 0.001
H -1.119 -3.758 -1.451 -0.128 0.301 0.069 0.001
H 0.040 -4.098 -0.204 0.087 0.053 -0.115 0.002
V -0.608 -1.466 2.309 1.495 -0.362 -0.946 1.071
C 1.038 2.784 -1.751 0.884 2.354 1.094 0.635
C -0.158 2.022 -1.521 0.030 -0.176 0.523 0.106
C -0.103 0.856 -0.599 0.676 -0.175 2.486 -0.020
C 1.006 -0.348 -0.938 1.309 0.862 2.492 -0.187
C 1.546 -0.775 -2.342 1.700 0.161 3.756 0.994
C 2.253 0.422 -2.701 -0.143 -1.885 0.303 -0.100
C 3.073 1.234 -1.656 -0.276 0.204 -0.686 0.102
C 2.292 2.446 -1.074 0.978 0.413 0.116 0.063
C 0.732 -3.233 1.941 0.810 1.394 0.388 -0.049
H 0.870 3.788 -2.133 0.334 -0.179 -0.047 -0.051
H -1.061 2.618 -1.630 -0.167 -0.498 0.465 0.017
H -1.143 0.606 -0.408 0.434 -0.518 -0.053 0.021
H 0.212 1.294 0.355 0.212 -0.703 0.107 0.017
H 1.830 0.219 -0.425 -0.453 -0.523 -0.864 -0.003
H 1.156 -1.112 -0.106 -1.150 0.406 -1.302 0.020
H 1.987 -1.781 -2.423 -0.493 0.200 -0.256 -0.013
H 2.862 0.323 -3.598 -0.582 0.177 -0.295 -0.003
H 3.966 1.653 -2.120 -0.012 -0.201 -0.428 -0.020
H 3.447 0.587 -0.850 -0.109 0.097 -0.306 -0.003
H 2.104 2.250 -0.019 0.029 0.126 0.261 0.027
H 2.965 3.304 -1.152 -0.113 0.018 0.284 0.007
H 1.453 -3.204 2.777 -0.556 -0.590 0.313 -0.002
H 1.452 -3.283 1.109 -0.374 0.385 -0.206 0.003
H 0.170 -4.153 1.844 -0.090 -0.480 0.588 0.003
C -1.010 1.813 5.260 -0.466 0.201 0.479 0.000
Si -0.881 0.230 4.300 1.975 0.774 -1.678 0.009
C -0.390 -1.344 5.161 0.422 -0.223 0.386 0.011
C -2.590 -0.240 3.601 -0.742 0.111 0.251 0.025
C 0.318 0.435 2.850 -0.485 -0.643 0.426 -0.016
H -1.844 1.819 5.972 0.116 0.111 0.049 0.000
H -1.166 2.648 4.552 0.102 -0.397 0.225 0.000
H -0.075 2.000 5.802 -0.183 -0.019 -0.111 0.001
H -0.612 -1.183 6.213 -0.147 -0.287 0.310 0.001
H -0.994 -2.200 4.832 0.100 -0.068 0.064 0.001
H 0.672 -1.606 5.103 -0.179 0.095 -0.066 0.001
H -3.172 0.660 3.815 -0.084 0.238 -0.423 -0.001
H -2.746 -0.459 2.535 0.109 0.299 0.275 -0.003
H -3.140 -0.998 4.180 0.420 -0.084 -0.122 -0.001
H 1.413 0.134 2.921 -1.260 0.571 0.197 -0.003
H 0.147 1.378 2.292 0.415 -0.620 0.242 -0.001
```
Forces are in eV/Å.

The charge is 0. Its frontier orbital gap (spin up / spin down) is 6.17 / 6.59 eV. Its spin multiplicity is 4. The value obtained for the LUMO energy (spin up / spin down) is 0.0169 / 0.0122 hartree. The largest force on an atom comes out at 5.8 eV Å⁻¹. The energy relative to the best compared isomer or geometry (same formula, charge and spin) comes out at 1143.41 kJ/mol. For the total energy, the calculation gives -72509.828 eV. As for the HOMO energy (spin up / spin down): -5.71 / -6.26 eV.



No. 2
A molecular structure, C19H43BClF2N2NbO10P3 in a non-equilibrium geometry, computed with wB97M-V/def2-TZVPD.

Structure (XYZ):
```
82
Properties=species:S:1:pos:R:3:forces:R:3:lowdin_charge:R:1
C 2.879 -0.443 3.013 0.097 -0.164 0.430 -0.181
C 3.542 -0.490 1.653 -0.017 -0.405 -0.266 -0.486
P 3.018 0.699 0.329 -0.648 0.214 1.158 0.783
C 4.432 1.904 0.297 -0.327 -0.372 -0.312 -0.359
Nb 1.029 2.244 0.643 0.787 -1.117 -3.661 1.158
O 0.351 2.000 -1.213 0.092 0.602 1.245 -0.426
P 1.681 2.836 3.084 0.067 0.431 0.446 0.464
O 3.149 3.122 3.274 0.394 -0.040 -0.164 -0.581
B -0.269 0.437 1.356 0.611 0.093 0.522 -0.746
O -0.528 0.285 2.734 -0.495 0.002 -0.282 -0.053
N -0.886 -0.511 0.428 -0.058 -0.006 0.995 -0.159
C -2.134 -1.094 0.908 -0.095 -0.073 -0.384 -0.103
C 0.031 -1.572 0.020 -0.055 0.206 -0.666 -0.103
N 2.135 4.052 -0.099 -0.778 0.696 0.306 -0.020
C 2.327 5.097 0.809 0.731 -0.081 -0.199 -0.632
O 3.369 5.469 1.221 0.242 0.179 0.163 0.155
F 1.201 5.702 1.220 -0.431 0.107 0.223 0.057
C 1.706 4.477 -1.332 0.732 -0.438 -0.253 -0.627
O 2.098 4.108 -2.395 -0.229 -0.018 -0.079 0.109
F 0.763 5.449 -1.283 -0.147 0.238 -0.015 0.073
P -1.192 3.443 1.112 0.168 -0.572 0.450 0.424
O -2.379 2.763 0.225 -0.375 0.062 0.160 -0.445
Cl -1.916 3.130 3.072 -0.165 0.080 0.011 0.135
H 3.126 -1.350 3.562 -0.050 -0.015 -0.074 0.035
H 3.278 0.371 3.611 -0.061 0.332 -0.023 0.058
H 1.799 -0.360 2.986 -0.147 0.081 -0.199 0.028
H 3.434 -1.494 1.246 -0.173 -0.158 -0.169 0.049
H 4.614 -0.375 1.784 0.215 0.173 -0.064 0.059
H 4.441 2.348 -0.690 0.005 0.324 -0.091 0.009
H 4.355 2.656 1.070 0.143 0.131 0.227 -0.001
H 5.330 1.302 0.394 0.245 0.002 0.167 0.017
H 0.945 1.392 -1.667 -0.042 -0.022 -0.148 -0.011
H 0.909 3.916 3.589 -0.164 -0.119 0.244 -0.082
H 1.262 1.774 3.914 -0.376 0.115 0.095 -0.055
H -1.347 0.714 3.008 0.114 0.110 0.303 0.007
H -2.634 -0.458 1.632 -0.024 0.182 0.137 0.070
H -1.994 -2.071 1.370 0.061 -0.155 0.197 0.084
H -2.829 -1.227 0.079 -0.086 -0.117 -0.203 0.077
H 1.008 -1.184 -0.251 0.124 0.244 0.036 0.036
H 0.165 -2.317 0.808 0.047 -0.069 0.230 0.093
H -0.366 -2.092 -0.839 -0.063 -0.168 -0.186 0.045
H -2.544 1.850 0.488 0.073 -0.191 -0.322 0.013
C -2.302 -2.731 -3.487 0.099 0.059 0.154 -0.016
C -2.022 -3.967 -2.662 -0.064 0.089 -0.160 -0.492
O -1.381 -3.902 -1.642 -0.044 -0.269 0.028 0.066
C -2.585 -5.269 -3.178 0.142 0.007 0.183 -0.021
H -1.849 -1.864 -3.012 0.006 0.012 0.014 0.080
H -1.887 -2.848 -4.490 -0.099 -0.024 -0.050 0.083
H -3.378 -2.571 -3.568 -0.010 -0.044 -0.105 0.081
H -2.180 -5.484 -4.169 -0.102 0.047 -0.057 0.084
H -3.672 -5.206 -3.239 -0.010 -0.043 -0.114 0.056
H -2.320 -6.075 -2.500 0.001 -0.017 0.023 0.084
C -7.221 -5.022 -4.001 0.187 -0.058 -0.006 -0.023
C -6.884 -5.696 -2.691 -0.142 0.073 -0.009 -0.501
O -5.806 -6.204 -2.499 0.085 -0.054 -0.005 0.067
C -7.961 -5.701 -1.632 0.146 -0.095 0.073 -0.024
H -6.369 -5.087 -4.672 0.019 -0.006 -0.011 0.079
H -8.079 -5.512 -4.463 -0.077 0.077 0.033 0.083
H -7.465 -3.973 -3.830 -0.112 -0.014 -0.003 0.086
H -8.848 -6.216 -2.003 -0.058 0.097 -0.028 0.083
H -8.233 -4.677 -1.371 -0.091 0.004 -0.063 0.086
H -7.594 -6.210 -0.745 0.017 -0.010 0.017 0.081
C 5.257 -4.035 6.515 0.068 0.069 -0.156 -0.027
C 4.238 -3.052 5.983 -0.088 -0.038 0.144 -0.496
O 4.420 -2.439 4.962 0.246 -0.139 0.027 0.074
C 2.976 -2.871 6.795 -0.017 0.104 -0.139 -0.018
H 6.110 -4.070 5.842 0.015 0.007 -0.021 0.078
H 5.594 -3.727 7.506 -0.066 -0.069 0.055 0.081
H 4.815 -5.031 6.587 -0.021 0.007 0.109 0.081
H 3.223 -2.517 7.798 -0.009 -0.098 0.049 0.083
H 2.445 -3.820 6.879 0.036 -0.023 0.103 0.083
H 2.334 -2.142 6.307 -0.004 0.018 -0.020 0.083
C 0.790 6.740 -6.268 -0.072 0.181 -0.119 -0.028
C 0.769 7.750 -5.142 0.075 -0.142 0.046 -0.506
O 0.465 8.904 -5.341 -0.030 0.097 -0.038 0.054
C 1.144 7.233 -3.779 -0.074 0.365 -0.060 -0.027
H 0.504 7.226 -7.198 -0.006 0.017 -0.011 0.074
H 1.792 6.320 -6.374 -0.024 -0.109 0.069 0.083
H 0.094 5.929 -6.055 0.091 -0.083 0.049 0.084
H 2.157 6.828 -3.795 -0.058 -0.175 0.011 0.090
H 0.461 6.442 -3.477 0.106 -0.136 -0.016 0.077
H 1.092 8.043 -3.057 -0.005 0.011 0.023 0.085
```
Forces are in eV/Å.

The charge is -1. Its frontier orbital gap is 6.59 eV. The value obtained for the LUMO energy is 0.0640 hartree. The largest force on an atom comes out at 3.9 eV Å⁻¹. For the total energy, the calculation gives -91909.416 eV. As for the HOMO energy: -4.84 eV.



No. 3
A molecular structure, C19H43Cl3IrOSi4Te in a non-equilibrium geometry, computed with wB97M-V/def2-TZVPD.

Structure (XYZ):
```
72
Properties=species:S:1:pos:R:3:forces:R:3:mulliken_spin:R:1
C 0.914 2.046 -0.716 -1.107 0.940 -0.903 -0.009
C -0.216 2.625 0.030 0.128 -0.819 -2.067 0.065
C -1.464 2.037 -0.568 2.204 0.426 -0.740 0.004
C -0.135 3.487 1.195 0.477 1.083 0.712 0.031
C -1.050 1.192 -1.671 0.873 1.322 -0.434 0.256
C 0.384 1.317 -1.827 0.052 0.265 0.256 0.391
C 1.220 0.712 -2.909 0.252 -0.327 -0.463 -0.027
C 2.346 2.382 -0.471 0.145 0.180 -0.292 -0.030
C -2.836 2.314 -0.161 -0.665 0.420 0.423 -0.010
C -1.953 0.457 -2.592 -0.208 -0.097 -0.250 -0.044
Ir -0.373 0.619 0.536 1.362 -1.596 -1.557 1.728
Cl -1.275 1.423 2.514 -2.588 -0.708 4.156 0.235
Cl 0.902 -0.519 2.114 2.803 0.397 2.529 0.294
Cl -2.054 -0.914 0.853 -3.011 -1.853 -0.291 0.172
H 0.906 3.647 1.535 -0.368 0.488 -0.471 0.011
H -0.595 2.908 2.043 0.581 1.715 -0.746 0.009
H -0.742 4.371 1.038 0.258 0.811 0.129 -0.003
H -2.886 2.331 0.932 -0.212 0.077 -0.174 0.000
H -3.513 1.543 -0.517 -0.146 -0.110 -0.058 0.005
H -3.146 3.278 -0.554 -0.363 0.329 -0.093 -0.006
H -2.732 -0.060 -2.030 -0.014 -0.161 0.015 0.005
H -1.411 -0.285 -3.197 -0.114 0.116 0.255 0.003
H -2.464 1.122 -3.308 0.000 0.013 0.009 0.020
H 0.745 -0.189 -3.360 0.296 0.441 0.333 0.003
H 2.235 0.422 -2.562 -0.659 0.054 -0.050 0.011
H 1.385 1.421 -3.753 -0.125 -0.229 0.317 0.038
H 2.523 2.428 0.607 0.212 -0.075 -0.108 0.004
H 2.629 3.365 -0.906 -0.061 -0.314 0.166 0.008
H 3.000 1.620 -0.925 -0.118 0.210 0.311 0.000
O 0.867 -1.561 -0.502 -0.143 0.300 -2.451 0.106
H 0.384 -1.833 -1.330 0.521 0.395 1.109 0.007
C -0.141 -6.229 -0.568 0.047 -0.207 -0.265 0.073
Si 1.578 -6.043 0.190 -0.120 0.783 1.253 0.000
C 2.208 -7.729 0.760 0.076 -0.465 -0.565 0.028
C 2.744 -5.268 -1.062 -0.018 -0.263 -0.464 0.003
Si 1.523 -4.649 2.063 -0.742 0.259 -0.056 0.258
Te 0.115 -2.680 1.121 -0.249 -3.372 0.260 1.171
Si 0.015 -5.443 3.671 0.937 0.661 -0.802 0.041
C 0.727 -7.060 4.328 -0.551 -0.456 0.720 0.078
C -0.117 -4.166 5.065 -0.234 -0.175 0.172 0.026
C -1.697 -5.750 2.948 -0.248 -0.174 0.157 0.053
Si 3.568 -3.992 2.945 -1.372 -0.712 -0.293 0.015
C 4.342 -5.576 3.656 0.572 0.263 0.181 0.010
C 4.564 -3.282 1.535 0.526 0.267 0.196 0.003
C 3.300 -2.716 4.292 0.449 0.125 0.097 0.015
H -0.040 -6.816 -1.492 -0.137 -0.003 0.042 0.005
H -0.582 -5.258 -0.831 0.184 -0.186 0.164 -0.023
H -0.843 -6.754 0.096 0.225 0.145 -0.125 -0.001
H 2.268 -8.372 -0.131 0.097 -0.213 0.184 -0.001
H 3.210 -7.668 1.205 -0.245 0.056 -0.090 -0.002
H 1.536 -8.212 1.484 0.147 0.228 -0.220 0.002
H 2.472 -4.227 -1.284 -0.031 -0.197 0.169 0.001
H 3.786 -5.286 -0.726 -0.148 -0.034 -0.014 0.001
H 2.672 -5.845 -1.994 0.157 0.128 -0.032 0.001
H 1.714 -6.932 4.789 -0.192 0.063 -0.138 -0.007
H 0.040 -7.440 5.103 0.229 -0.186 -0.028 -0.005
H 0.808 -7.828 3.549 -0.025 0.222 0.099 -0.005
H -0.371 -3.164 4.683 0.101 -0.350 0.006 -0.012
H -0.921 -4.482 5.749 0.155 0.151 -0.014 0.001
H 0.814 -4.088 5.645 -0.213 -0.050 -0.159 0.001
H -2.123 -4.853 2.482 0.244 -0.102 0.089 0.001
H -1.693 -6.551 2.198 0.058 0.122 0.118 -0.006
H -2.372 -6.057 3.757 -0.029 -0.032 -0.054 0.004
H 4.477 -6.353 2.886 -0.074 0.289 0.221 -0.003
H 5.333 -5.294 4.046 -0.036 -0.348 0.066 0.001
H 3.747 -6.001 4.483 0.192 0.247 -0.353 0.002
H 4.016 -2.478 1.029 -0.036 -0.127 0.139 -0.004
H 5.483 -2.857 1.958 0.075 0.056 -0.219 0.001
H 4.840 -4.030 0.789 -0.029 -0.007 0.082 -0.001
H 2.719 -1.862 3.923 0.055 -0.166 -0.046 -0.002
H 2.794 -3.122 5.175 0.095 -0.005 -0.174 0.001
H 4.291 -2.348 4.600 -0.156 0.071 0.124 0.000
```
Forces are in eV/Å.

The charge is -2. Its frontier orbital gap (spin up / spin down) is 2.71 / 5.07 eV. Its spin multiplicity is 6. The value obtained for the LUMO energy (spin up / spin down) is 0.1596 / 0.1589 hartree. The largest force on an atom comes out at 4.9 eV Å⁻¹. For the total energy, the calculation gives -101657.052 eV. As for the HOMO energy (spin up / spin down): 1.63 / -0.74 eV.